55
Properties=species:S:1:pos:R:3 method="wB97M-V/def2-TZVPD" homo_ev=-6.884 lumo_ev=-0.69 largest_force_ha_per_bohr=0.0337 gap_ev=6.191 multiplicity=1
C -4.544 0.190 -0.636
C -4.622 1.447 -1.504
H -4.587 -0.718 -1.242
H -5.410 0.152 0.032
H -3.663 0.169 -0.007
H -3.786 1.551 -2.187
H -5.538 1.427 -2.097
H -4.678 2.341 -0.880
C 0.474 -2.719 -0.871
C 1.355 -3.784 -1.076
C 2.470 -3.589 -1.891
C 2.679 -2.329 -2.447
H -0.399 -2.829 -0.232
H 1.145 -4.733 -0.590
H 3.173 -4.397 -2.082
H 3.552 -2.116 -3.064
N 0.660 -1.507 -1.419
C 1.768 -1.288 -2.178
C 1.971 0.091 -2.656
N 1.077 1.019 -2.227
C 1.208 2.289 -2.632
C 3.185 1.784 -3.901
C 2.247 2.723 -3.462
H 0.438 2.969 -2.280
H 2.290 3.772 -3.740
C 3.045 0.460 -3.492
H 3.754 -0.312 -3.791
H 4.010 2.076 -4.544
Zn -0.698 0.229 -0.983
C -1.575 1.971 -1.183
H -1.836 2.113 -2.240
H -0.966 2.818 -0.836
H -2.488 1.905 -0.584
C 1.421 1.891 3.923
N 1.700 0.675 3.232
C 2.615 -0.263 3.802
C 1.071 0.401 1.949
C -0.284 -0.291 2.018
C -0.821 -0.709 3.258
C -2.026 -1.413 3.314
C -2.688 -1.737 2.129
C -2.125 -1.342 0.898
C -1.000 -0.544 0.863
H 2.241 2.094 4.624
H 0.482 1.834 4.504
H 1.322 2.715 3.201
H 2.097 -1.077 4.341
H 3.225 -0.719 3.007
H 3.258 0.263 4.519
H 0.978 1.367 1.419
H 1.779 -0.229 1.377
H -0.267 -0.465 4.167
H -2.439 -1.704 4.281
H -3.634 -2.281 2.130
H -2.617 -1.642 -0.034

119
Properties=species:S:1:pos:R:3 method="wB97M-V/def2-TZVPD" homo_ev="-5.577 / -7.061" e_above_lowest_kj_mol=0.0 lumo_ev="0.43 / 0.42" largest_force_ha_per_bohr=0.0106 gap_ev="6.004 / 7.482" s_squared=0.772 multiplicity=2
Hg -0.340 -0.240 -0.250
C 2.080 -0.276 -4.671
C 2.858 0.156 -3.426
C 2.496 1.622 -3.125
C 4.361 0.048 -3.696
P 2.159 -0.776 -1.954
C 3.329 -0.214 -0.622
N 2.673 0.285 0.571
B 1.294 0.436 0.942
N 1.306 1.046 2.243
C 0.228 1.404 3.134
P -1.334 1.907 2.263
C -1.054 3.754 2.045
C -2.171 4.272 1.131
C -1.000 4.602 3.313
C 0.273 3.895 1.286
C -2.548 1.610 3.680
C -3.890 2.237 3.293
C -2.731 0.081 3.720
C -2.156 2.076 5.085
C 2.627 1.216 2.643
C 3.164 1.718 3.816
C 4.552 1.778 3.934
C 5.377 1.338 2.909
C 4.841 0.820 1.732
C 3.464 0.760 1.612
C 2.543 -2.609 -2.033
C 2.170 -3.133 -0.639
C 1.584 -3.247 -3.045
C 3.979 -3.007 -2.367
H 2.267 0.431 -5.484
H 1.008 -0.309 -4.469
H 2.391 -1.262 -5.016
H 2.611 2.212 -4.038
H 3.146 2.060 -2.366
H 1.462 1.717 -2.781
H 4.665 0.856 -4.368
H 4.616 -0.891 -4.183
H 4.965 0.133 -2.794
H 3.965 0.578 -1.023
H 4.000 -1.035 -0.345
H 0.560 2.217 3.787
H -0.016 0.555 3.782
H -3.157 4.188 1.585
H -2.192 3.716 0.193
H -1.995 5.326 0.901
H -1.989 4.743 3.747
H -0.607 5.593 3.069
H -0.348 4.174 4.075
H 0.319 3.230 0.421
H 1.135 3.689 1.923
H 0.361 4.924 0.926
H -4.169 1.990 2.268
H -3.866 3.322 3.385
H -4.675 1.868 3.960
H -2.828 -0.344 2.718
H -3.635 -0.161 4.285
H -1.895 -0.413 4.215
H -2.228 3.156 5.197
H -1.148 1.770 5.361
H -2.839 1.628 5.813
H 2.535 2.049 4.630
H 4.989 2.170 4.843
H 6.451 1.392 3.026
H 5.488 0.470 0.941
H 1.153 -2.858 -0.360
H 2.836 -2.766 0.143
H 2.231 -4.225 -0.644
H 0.563 -2.886 -2.907
H 1.583 -4.331 -2.911
H 1.881 -3.042 -4.073
H 4.714 -2.495 -1.747
H 4.217 -2.809 -3.411
H 4.105 -4.081 -2.201
C -2.177 -3.353 4.526
N -1.609 -2.987 3.251
C -2.369 -3.273 2.054
C -0.358 -2.492 3.153
O 0.201 -2.221 2.113
H -2.242 -4.438 4.641
H -3.181 -2.934 4.622
H -1.560 -2.954 5.330
H -2.330 -4.336 1.801
H -1.947 -2.709 1.225
H -3.410 -2.980 2.202
H 0.112 -2.318 4.135
S -1.865 -1.730 -1.443
C -2.141 -0.844 -2.943
N -3.474 -0.492 -3.158
C -3.809 0.296 -4.267
C -2.839 0.518 -5.202
C -1.553 0.031 -4.977
N -1.226 -0.638 -3.814
H -4.039 -0.403 -2.324
H -4.829 0.637 -4.331
H -3.075 1.070 -6.101
H -0.758 0.161 -5.695
C -3.137 4.128 -3.127
N -1.845 3.621 -2.724
C -0.665 4.276 -3.240
C -1.739 2.494 -2.009
O -0.683 1.989 -1.666
H -3.168 5.210 -2.981
H -3.915 3.671 -2.518
H -3.340 3.910 -4.178
H -0.591 4.144 -4.323
H 0.212 3.839 -2.770
H -0.709 5.343 -3.016
H -2.711 2.091 -1.691
N -5.230 -1.915 -0.076
C -5.845 -0.613 -0.305
C -4.819 0.495 -0.162
O -5.008 1.623 -0.543
O -3.681 0.108 0.406
H -5.926 -2.641 0.034
H -3.713 -0.862 0.534
H -4.620 -2.184 -0.846
H -6.597 -0.423 0.466
H -6.341 -0.487 -1.274

15
Properties=species:S:1:pos:R:3 method="wB97M-V/def2-TZVPD" homo_ev=-9.913 e_above_lowest_kj_mol=222.2 lumo_ev=0.80 largest_force_ha_per_bohr=0.0825 gap_ev=10.717 multiplicity=1
C 1.503 1.276 -1.040
C 0.781 0.034 -0.531
C -0.641 0.302 -0.032
C -1.245 -1.020 0.490
C -1.747 -1.168 1.823
N -1.720 -1.534 2.928
H 1.573 2.040 -0.257
H 2.521 1.032 -1.362
H 0.979 1.718 -1.895
H 1.344 -0.412 0.298
H 0.741 -0.727 -1.322
H -0.624 1.058 0.762
H -1.227 0.755 -0.854
H -0.527 -1.711 1.285
H -1.710 -1.641 -0.291

22
Properties=species:S:1:pos:R:3 method="wB97M-V/def2-TZVPD" homo_ev=-8.642 e_above_lowest_kj_mol=578.9 lumo_ev=0.93 largest_force_ha_per_bohr=0.1226 gap_ev=9.573 multiplicity=1
C 1.536 1.380 -1.556
C 0.879 0.791 -0.646
C 1.493 -0.214 0.310
N 0.818 -1.516 0.452
C -0.357 -1.197 -0.103
C -1.808 -1.068 0.027
C -1.034 0.014 0.336
C -0.898 0.557 1.744
C -0.675 0.987 -0.637
H 1.202 2.387 -2.071
H 2.565 1.056 -1.583
H 1.348 0.275 1.344
H 2.538 -0.208 -0.166
H 1.391 -2.224 -0.145
H -0.389 -1.022 -1.259
H -2.406 -1.447 0.788
H -2.252 -1.124 -1.001
H -0.645 -0.153 2.478
H -1.748 1.052 2.009
H -0.130 1.361 1.501
H -1.015 1.107 -1.649
H -0.998 2.051 -0.262

18
Properties=species:S:1:pos:R:3 method="wB97M-V/def2-TZVPD" homo_ev="-5.273 / -7.900" e_above_lowest_kj_mol=191.8 lumo_ev="0.02 / -0.18" largest_force_ha_per_bohr=0.0983 gap_ev="5.298 / 7.717" s_squared=0.750 multiplicity=2
O -0.700 0.218 0.946
Sr -3.544 0.438 1.481
O -2.326 -0.297 -0.442
C -1.060 -0.063 -0.363
C 0.565 0.830 1.219
C 0.749 0.937 2.713
H 1.353 0.210 0.769
H 0.591 1.821 0.742
H 0.820 -0.057 3.174
H 1.675 1.488 2.922
H -0.087 1.482 3.172
O -0.222 -1.070 -0.853
C 0.121 -0.742 -2.157
C 0.527 -1.780 -2.964
H -0.767 0.623 -1.480
H 0.931 -2.697 -2.530
H 0.778 -1.573 -4.003
H 0.598 0.229 -2.347

17
Properties=species:S:1:pos:R:3 method="wB97M-V/def2-TZVPD" homo_ev=-9.077 e_above_lowest_kj_mol=377.0 lumo_ev=0.95 largest_force_ha_per_bohr=0.0542 gap_ev=10.024 multiplicity=1
O -2.823 -0.417 -0.117
C -1.427 -0.410 0.304
C -0.623 0.869 -0.218
C 0.922 1.282 0.037
C 1.627 0.006 -0.293
C 1.326 -1.193 0.509
N 0.777 -1.039 -0.799
C -0.546 -0.514 -0.888
H -3.177 0.429 0.186
H -1.288 -0.825 1.397
H -1.367 1.653 -0.175
H 1.284 2.218 -0.489
H 0.891 1.402 1.109
H 2.609 0.173 -0.762
H 2.050 -1.961 0.695
H 0.706 -0.978 1.394
H -0.942 -0.697 -1.891

97
Properties=species:S:1:pos:R:3 method="wB97M-V/def2-TZVPD" homo_ev=-11.133 lumo_ev=-2.97 largest_force_ha_per_bohr=0.0778 charge=+1 gap_ev=8.162 multiplicity=1
C 1.438 -0.628 4.661
C 2.597 -0.441 3.571
C 3.377 0.955 3.649
Cl 5.173 0.592 3.637
C 2.914 2.056 2.592
N 3.962 3.116 2.556
C 3.496 4.325 1.781
C 2.754 5.413 2.681
C 1.232 5.082 3.000
O 0.961 4.497 4.063
O 0.183 5.478 2.101
C 2.685 3.936 0.430
N 3.078 2.545 0.038
C 2.729 1.512 1.091
P 0.916 1.031 0.710
O 0.226 2.042 -0.210
O 0.823 -0.502 -0.057
O 0.069 0.839 2.187
H 1.938 -1.058 5.604
H 0.839 0.307 4.892
H 0.769 -1.484 4.279
H 2.158 -0.696 2.554
H 3.377 -1.258 3.787
H 3.146 1.394 4.687
H 1.908 2.457 2.938
H 4.775 2.783 2.001
H 4.466 4.825 1.411
H 2.751 6.389 2.069
H 3.303 5.665 3.646
H -0.233 4.628 1.827
H 3.081 4.636 -0.390
H 1.568 4.116 0.495
H 2.675 2.312 -0.894
H 4.112 2.460 -0.087
H 3.365 0.564 0.993
H -0.075 -0.469 -0.479
H -0.390 -0.032 2.121
C -4.659 -3.156 1.821
C -4.050 -2.123 0.889
O -2.625 -2.125 0.890
C -1.995 -3.338 0.492
C -2.352 -3.771 -0.919
H -4.309 -3.000 2.846
H -5.750 -3.085 1.807
H -4.388 -4.174 1.535
H -4.360 -1.128 1.217
H -4.428 -2.242 -0.131
H -2.214 -4.131 1.215
H -0.917 -3.160 0.546
H -3.419 -3.969 -1.028
H -1.812 -4.683 -1.183
H -2.089 -2.988 -1.637
C -6.723 -7.486 0.007
C -6.114 -6.456 -0.929
O -4.692 -6.458 -0.929
C -4.063 -7.671 -1.325
C -4.420 -8.108 -2.735
H -6.371 -7.328 1.031
H -7.813 -7.415 -0.006
H -6.453 -8.505 -0.277
H -6.422 -5.459 -0.602
H -6.493 -6.577 -1.948
H -4.280 -8.462 -0.600
H -2.986 -7.492 -1.272
H -5.487 -8.307 -2.844
H -3.880 -9.020 -2.998
H -4.158 -7.327 -3.454
C -2.741 0.748 -1.087
C -3.933 0.570 -2.013
O -5.091 1.269 -1.584
C -4.970 2.681 -1.471
C -4.605 3.365 -2.778
H -2.992 0.422 -0.074
H -1.890 0.160 -1.445
H -2.424 1.790 -1.025
H -4.201 -0.488 -2.042
H -3.679 0.852 -3.040
H -4.258 2.937 -0.680
H -5.945 3.049 -1.140
H -3.634 3.038 -3.153
H -4.565 4.448 -2.640
H -5.347 3.138 -3.548
C 6.061 4.847 -3.278
C 6.566 4.268 -1.967
O 6.509 2.847 -1.913
C 7.268 2.147 -2.895
C 8.756 2.446 -2.838
H 5.031 4.530 -3.465
H 6.094 5.939 -3.249
H 6.663 4.518 -4.126
H 5.932 4.636 -1.154
H 7.580 4.615 -1.748
H 6.865 2.342 -3.894
H 7.115 1.082 -2.704
H 8.969 3.500 -3.029
H 9.290 1.855 -3.584
H 9.155 2.206 -1.849

20
Properties=species:S:1:pos:R:3 method="wB97M-V/def2-TZVPD" homo_ev="-9.665 / -9.669" e_above_lowest_kj_mol=0.0 lumo_ev="0.19 / -3.10" largest_force_ha_per_bohr=0.0093 gap_ev="9.850 / 6.573" s_squared=0.753 multiplicity=2
S -1.058 1.921 1.606
H -1.549 1.087 0.677
S -1.056 0.279 -2.292
H -1.929 1.064 -1.650
H -0.397 -0.042 -1.170
S -4.742 -2.321 -0.441
H -5.943 -1.958 -0.903
H -4.720 -1.402 0.528
S 2.249 2.936 0.508
H 1.371 3.497 -0.332
H 1.471 1.906 0.857
S -2.038 -0.873 4.612
H -2.084 -0.068 3.547
H -1.168 -0.065 5.228
S 2.910 1.094 -3.504
H 3.959 1.172 -4.323
H 2.800 2.410 -3.384
S 4.034 -4.105 -0.133
H 3.383 -2.971 -0.424
H 4.510 -3.562 0.993